The following is a DFT calculation (ωB97M-V with the def2-TZVPD basis set) of C3H7BrO as an isolated structure.

The geometry in ORCA input format:
```
! wB97M-V def2-TZVPD RIJCOSX def2/J DEFGRID3
* xyz 0 1
C -0.5304 -1.4834 -0.5335
C -0.4423 -0.1498 0.1576
C 0.4038 0.9927 -0.3824
O 1.6456 1.4513 0.9455
Br 0.8802 2.4850 2.2378
H -1.0264 -1.5089 -1.6271
H 0.4155 -1.8392 -0.7957
H -1.0704 -2.1536 0.1410
H -0.0589 -0.5057 1.1143
H -1.4379 0.1670 0.1824
H 1.2121 0.5649 -1.0402
H 0.0091 1.9798 -0.3997
*
```

Computed properties:
Orbital gap = 9.227 eV
Highest occupied orbital energy = -9.26 eV
Calculated total energy = -2767.61996 hartree
LUMO = 0.0 eV
Energy above the lowest of the compared OMol25 structures with the same formula, charge and spin = 83.28 kcal per mole

Here is what Mulliken gives for the atomic charges, in e: C -1.290; C -0.043; C -0.359; O -0.457; Br 0.009; H 0.275; H 0.422; H 0.324; H 0.269; H 0.308; H 0.201; H 0.342

---

The following is a DFT calculation (ωB97M-V with the def2-TZVPD basis set) of the molecule C3H7BrO2.

The geometry in ORCA input format:
```
! wB97M-V def2-TZVPD RIJCOSX def2/J DEFGRID3
* xyz 0 1
C -1.0452 -0.4169 0.1091
C 0.4258 -0.8382 -0.0360
C 1.2223 0.4712 -0.0319
O 1.0021 1.2511 1.0729
O 0.9279 1.2218 -1.1339
Br 3.1918 -0.2578 -0.0031
H -1.2659 0.5983 -0.2981
H -1.2156 -0.5085 1.1222
H -1.5916 -1.1236 -0.4086
H 0.7117 -1.3759 0.7895
H 0.4849 -1.5484 -0.9632
H 1.6860 1.5994 1.5291
H 1.3643 2.0606 -0.8584
*
```

Computed properties:
SMILES string = CCC(O)(O)Br
Orbital gap = 10.702 eV
Highest occupied orbital energy = -10.12 eV
Calculated total energy = -2842.97040 hartree
LUMO = 0.6 eV
Energy above the lowest of the compared OMol25 structures with the same formula, charge and spin = 17.28 kcal per mole

Here is what Mulliken gives for the atomic charges, in e: C -1.108; C -0.537; C 0.403; O -0.489; O -0.422; Br -0.284; H 0.290; H 0.289; H 0.393; H 0.424; H 0.295; H 0.359; H 0.386

---

The following is a DFT calculation (ωB97M-V with the def2-TZVPD basis set) of a 2-piece molecular cluster, C3H7BrOSi overall.

The geometry in ORCA input format:
```
! wB97M-V def2-TZVPD RIJCOSX def2/J DEFGRID3
* xyz 0 3
C -3.5786 -0.9213 0.6357
C 1.1965 -1.1471 -0.7004
C 1.9101 1.7819 0.3571
O -3.1667 -1.9384 0.0994
Si 1.7519 -0.0769 0.7296
Br -3.1541 0.8747 -0.1088
H -4.2311 -0.6815 1.4128
H 0.1973 -1.6264 -0.6006
H 1.2999 -0.6638 -1.6571
H 1.8430 -1.9723 -0.8628
H 2.9831 1.9745 -0.1772
H 1.1189 1.9494 -0.3318
H 1.8297 2.4472 1.2041
*
```

Computed properties:
Orbital gap (alpha / beta) = 6.146 / 10.104 eV
Highest occupied orbital energy (alpha / beta) = -6.14 / -10.98 eV
Calculated total energy = -3057.10602 hartree
LUMO (alpha / beta) = 0.0 / -0.9 eV
Energy above the lowest of the compared OMol25 structures with the same formula, charge and spin = 62.90 kcal per mole

Here is what Mulliken gives for the atomic charges, in e: C 0.152; C -0.881; C -0.775; O -0.375; Si -0.041; Br -0.156; H 0.373; H 0.231; H 0.322; H 0.353; H 0.238; H 0.265; H 0.293

---

The following is a DFT calculation (ωB97M-V with the def2-TZVPD basis set) of a 2-piece molecular cluster, C3H7BrS2 overall.

The geometry in ORCA input format:
```
! wB97M-V def2-TZVPD RIJCOSX def2/J DEFGRID3
* xyz 0 1
C 0.7154 -0.6088 1.1517
C -1.4241 -0.0063 -1.2436
C 0.5992 0.3708 0.0448
S 1.7338 0.1858 -1.3133
S 0.4178 2.0768 0.4549
Br -2.7219 -0.1362 0.1247
H -0.1517 -0.5658 1.8065
H 1.6088 -0.3736 1.7366
H 0.8302 -1.6175 0.7585
H -1.2490 -0.9529 -1.7240
H -1.5252 0.8755 -1.8495
H 1.4972 -1.1117 -1.4911
H -0.3305 1.8637 1.5440
*
```

Computed properties:
Orbital gap (alpha / beta) = 7.829 / 7.666 eV
Highest occupied orbital energy (alpha / beta) = -7.73 / -7.53 eV
Calculated total energy = -3488.78499 hartree
LUMO (alpha / beta) = 0.1 / 0.1 eV
Energy above the lowest of the compared OMol25 structures with the same formula, charge and spin = 43.90 kcal per mole

Here is what Mulliken gives for the atomic charges, in e: C -1.193; C -0.564; C 0.228; S -0.168; S -0.145; Br -0.150; H 0.332; H 0.344; H 0.365; H 0.354; H 0.358; H 0.111; H 0.129

---

The following is a DFT calculation (ωB97M-V with the def2-TZVPD basis set) of an isolated ion of composition C3H7Cl3N2PS and charge +1.

The geometry in ORCA input format:
```
! wB97M-V def2-TZVPD RIJCOSX def2/J DEFGRID3
* xyz 1 1
C -1.5245 1.1751 -0.1405
N -1.1093 -0.2774 -0.0538
C -1.9709 -1.3842 0.3143
C 0.1988 -0.4707 -0.0287
Cl 0.9691 -1.9875 -0.2004
N 1.0141 0.5499 -0.2313
P 3.1007 0.3933 -0.0491
S 3.6098 2.2639 0.1749
Cl 3.7647 -0.5330 -1.6737
Cl 3.2972 -0.7741 1.5061
H -2.5405 1.0722 -0.3647
H -1.4096 1.8976 0.7428
H -1.1032 1.7331 -0.9902
H -2.2774 -1.4366 1.2995
H -2.9587 -1.3228 -0.1237
H -1.7713 -2.3914 -0.0811
H 0.7110 1.4926 -0.1003
*
```

Computed properties:
SMILES string = CN(C)/C(Cl)=[NH+]/P(=S)(Cl)Cl
Orbital gap = 8.799 eV
Highest occupied orbital energy = -13.28 eV
Calculated total energy = -2347.90528 hartree
LUMO = -4.5 eV

Here is what Mulliken gives for the atomic charges, in e: C -1.070; N 0.092; C -1.059; C 0.742; Cl -0.115; N -0.514; P 0.758; S -0.252; Cl -0.063; Cl -0.067; H 0.328; H 0.358; H 0.439; H 0.451; H 0.350; H 0.326; H 0.296

---

The following is a DFT calculation (ωB97M-V with the def2-TZVPD basis set) of a 2-piece molecular cluster, C3H7Cl3OSi overall.

The geometry in ORCA input format:
```
! wB97M-V def2-TZVPD RIJCOSX def2/J DEFGRID3
* xyz 0 1
C -1.1714 -0.3581 1.6186
C 0.3476 0.6387 -1.5815
C 3.1953 -0.2712 0.6024
O -0.4893 0.8317 1.4220
Si 0.4221 1.4060 0.1735
Cl 4.2214 0.7051 -0.4748
Cl 2.8060 -1.7537 -0.1819
Cl 0.0671 3.3345 0.5223
H -0.7278 -1.0382 2.2740
H -1.2430 -0.8151 0.6488
H -2.1129 0.0600 1.9327
H 1.1278 1.2725 -2.0648
H 0.6652 -0.3988 -1.4749
H -0.7326 0.8258 -1.7875
H 3.7392 -0.2407 1.6021
*
```

Computed properties:
Orbital gap (alpha / beta) = 6.243 / 7.939 eV
Highest occupied orbital energy (alpha / beta) = -6.99 / -8.24 eV
Calculated total energy = -1863.75955 hartree
LUMO (alpha / beta) = -0.7 / -0.3 eV
Energy above the lowest of the compared OMol25 structures with the same formula, charge and spin = 76.79 kcal per mole

Here is what Mulliken gives for the atomic charges, in e: C -0.626; C -0.810; C -0.292; O -0.263; Si 0.542; Cl -0.167; Cl -0.138; Cl -0.222; H 0.254; H 0.306; H 0.249; H 0.318; H 0.248; H 0.307; H 0.294

---

The following is a DFT calculation (ωB97M-V with the def2-TZVPD basis set) of the molecule C3H7ClFN.

The geometry in ORCA input format:
```
! wB97M-V def2-TZVPD RIJCOSX def2/J DEFGRID3
* xyz 0 1
C -1.5811 -0.8594 -0.2499
C -0.4108 0.1078 -0.1709
F -0.6768 1.2187 0.6589
Cl -0.3255 0.9286 -1.8595
C 0.9773 -0.2601 0.3198
N 1.9550 0.8416 0.5887
H -2.5581 -0.3264 -0.0903
H -1.5947 -1.0547 -1.2577
H -1.6362 -1.7454 0.3554
H 0.7739 -0.7283 1.3194
H 1.3878 -1.0844 -0.4122
H 1.4032 1.6329 1.1003
H 2.2860 1.3290 -0.3018
*
```

Computed properties:
SMILES string = C[C@](F)(Cl)CN
Orbital gap = 10.840 eV
Highest occupied orbital energy = -9.95 eV
Calculated total energy = -733.29385 hartree
LUMO = 0.9 eV
Energy above the lowest of the compared OMol25 structures with the same formula, charge and spin = 19.78 kcal per mole

Here is what Mulliken gives for the atomic charges, in e: C -1.332; C 0.915; F -0.300; Cl -0.243; C -0.698; N -0.631; H 0.320; H 0.403; H 0.335; H 0.314; H 0.324; H 0.296; H 0.297

---

The following is a DFT calculation (ωB97M-V with the def2-TZVPD basis set) of the molecule C3H7ClN2O.

The geometry in ORCA input format:
```
! wB97M-V def2-TZVPD RIJCOSX def2/J DEFGRID3
* xyz 0 1
N 0.8225 1.4175 -0.2398
C -0.1514 0.4519 0.5270
C 0.5491 -0.7578 1.1363
N 1.1278 -1.6367 0.3106
O 0.6768 -1.2406 -1.0882
C -1.4723 0.5116 -0.4117
Cl -2.6933 -0.7190 0.0744
H 1.6665 1.2495 0.5890
H 1.0734 0.7241 -0.9927
H -0.6040 0.9371 1.3429
H 0.7968 -1.0993 2.2054
H 1.3517 -1.5987 -1.6795
H -1.4162 0.0383 -1.4756
H -1.7275 1.7220 -0.2981
*
```

Computed properties:
SMILES string = N[C@H](/C=N\O)CCl
Orbital gap = 10.780 eV
Highest occupied orbital energy = -10.29 eV
Calculated total energy = -763.28858 hartree
LUMO = 0.5 eV
Energy above the lowest of the compared OMol25 structures with the same formula, charge and spin = 93.33 kcal per mole

Here is what Mulliken gives for the atomic charges, in e: N -0.699; C -0.238; C -0.269; N -0.279; O -0.390; C -0.313; Cl -0.212; H 0.325; H 0.413; H 0.459; H 0.344; H 0.304; H 0.211; H 0.343

---

The following is a DFT calculation (ωB97M-V with the def2-TZVPD basis set) of an isolated ion of composition C3H7ClN3 and charge +1.

The geometry in ORCA input format:
```
! wB97M-V def2-TZVPD RIJCOSX def2/J DEFGRID3
* xyz 1 1
C 0.7425 0.6379 0.4761
C 1.7445 -0.5601 2.3393
C -0.9114 0.1169 -1.1633
N -0.3803 -1.3484 0.6121
N -0.1615 -0.2404 0.0376
N 1.5703 0.4716 1.5541
Cl 2.8429 -0.5072 3.6027
H 0.8690 1.5569 -0.0656
H 1.1578 -1.4537 2.1510
H -0.6330 1.0958 -1.5406
H -0.7175 -0.6316 -1.9331
H -1.9808 0.1039 -0.9439
H -1.1234 -1.8881 0.1742
H 2.1409 1.2953 1.7584
*
```

Computed properties:
Orbital gap (alpha / beta) = 7.778 / 7.776 eV
Highest occupied orbital energy (alpha / beta) = -12.83 / -12.83 eV
Calculated total energy = -742.63091 hartree
LUMO (alpha / beta) = -5.1 / -5.1 eV
Energy above the lowest of the compared OMol25 structures with the same formula, charge and spin = 62.85 kcal per mole

Here is what Mulliken gives for the atomic charges, in e: C 0.129; C 0.137; C -0.815; N -0.929; N 0.539; N -0.084; Cl -0.053; H 0.207; H 0.370; H 0.293; H 0.344; H 0.332; H 0.246; H 0.283

---

no.,molecular weight (g/mol)
1,138.99
2,154.99
3,167.08
4,187.13
5,240.50
6,193.53
7,111.55
8,122.55
9,120.56